Entry 1:
{
  "formula": "C25H17AuCl2N4O5S",
  "method": "wB97M-V/def2-TZVPD",
  "lumo_energy_ev": -2.42,
  "spin_multiplicity": 1,
  "symbols": ["Au", "Cl", "C", "C", "C", "N", "C", "O", "C", "C", "C", "C", "C", "N", "C", "C", "C", "Cl", "N", "C", "O", "C", "C", "C", "C", "C", "N", "H", "H", "H", "H", "H", "H", "H", "H", "H", "H", "C", "C", "C", "C", "C", "C", "C", "S", "O", "O", "O", "H", "H", "H", "H", "H", "H", "H"],
  "coordinates": [[-0.98, 1.31, 0.42], [2.73, 6.66, -1.81], [1.45, 5.55, -1.54], [1.59, 4.57, -0.59], [0.56, 3.65, -0.35], [0.61, 2.66, 0.56], [1.62, 2.35, 1.41], [2.65, 2.97, 1.58], [1.34, 1.08, 2.16], [2.38, 0.42, 2.80], [2.13, -0.80, 3.41], [0.84, -1.29, 3.42], [-0.15, -0.54, 2.81], [0.09, 0.60, 2.18], [-0.65, 3.75, -1.14], [-0.77, 4.76, -2.10], [0.26, 5.66, -2.30], [0.10, 6.91, -3.46], [-1.61, 2.82, -0.90], [-2.83, 2.69, -1.48], [-3.35, 3.45, -2.27], [-3.52, 1.44, -1.01], [-4.71, 1.07, -1.62], [-5.36, -0.08, -1.21], [-4.79, -0.83, -0.19], [-3.60, -0.40, 0.37], [-2.99, 0.71, -0.02], [2.49, 4.50, 0.00], [3.37, 0.86, 2.80], [2.93, -1.36, 3.86], [0.59, -2.23, 3.88], [-1.18, -0.86, 2.81], [-1.67, 4.83, -2.68], [-5.10, 1.70, -2.40], [-6.28, -0.39, -1.67], [-5.25, -1.74, 0.16], [-3.13, -0.95, 1.17], [3.55, -5.75, 0.48], [2.59, -4.68, 0.05], [1.26, -4.71, 0.45], [0.38, -3.73, 0.04], [0.83, -2.74, -0.80], [2.14, -2.67, -1.20], [3.03, -3.65, -0.78], [-0.29, -1.44, -1.33], [-1.62, -1.76, -0.85], [-0.15, -1.29, -2.75], [0.30, -0.29, -0.56], [3.10, -6.41, 1.21], [4.45, -5.31, 0.91], [3.86, -6.34, -0.38], [0.91, -5.52, 1.08], [-0.66, -3.73, 0.33], [2.45, -1.87, -1.86], [4.06, -3.62, -1.10]]
}


Entry 2:
{
  "formula": "C25H18BrF3N3O4SbV",
  "method": "wB97M-V/def2-TZVPD",
  "lumo_energy_ev": [-4.02, -3.80],
  "spin_multiplicity": 3,
  "s2": 2.017,
  "de_lowest_kj_mol": 0.0,
  "total_charge": 1,
  "symbols": ["V", "N", "N", "C", "O", "O", "H", "H", "H", "Br", "C", "C", "C", "C", "C", "N", "C", "O", "O", "H", "H", "H", "F", "C", "C", "C", "C", "C", "C", "Sb", "C", "C", "C", "C", "F", "C", "C", "C", "C", "C", "C", "F", "C", "C", "H", "H", "H", "H", "H", "H", "H", "H", "H", "H", "H", "H"],
  "coordinates": [[1.43, -1.35, -0.71], [2.16, -1.77, 1.29], [1.27, -2.74, 1.78], [0.65, -3.55, 0.82], [0.04, -4.53, 1.10], [0.76, -3.03, -0.41], [3.13, -2.10, 1.27], [2.12, -0.94, 1.88], [1.53, -3.22, 2.64], [-1.37, -1.69, -2.99], [0.37, -1.53, -3.67], [0.62, -1.74, -5.02], [1.93, -1.63, -5.46], [2.94, -1.28, -4.56], [2.58, -1.04, -3.26], [1.32, -1.20, -2.81], [3.60, -0.66, -2.19], [4.77, -0.70, -2.42], [3.00, -0.35, -1.04], [-0.18, -2.00, -5.69], [2.16, -1.81, -6.50], [3.97, -1.17, -4.86], [-1.91, 5.21, -3.03], [-1.59, 4.16, -2.27], [-2.29, 3.96, -1.09], [-1.96, 2.87, -0.31], [-0.93, 2.00, -0.69], [-0.25, 2.24, -1.88], [-0.57, 3.33, -2.68], [-0.39, 0.33, 0.45], [0.51, 1.08, 2.19], [1.45, 2.12, 2.11], [2.13, 2.54, 3.23], [1.88, 1.92, 4.44], [2.54, 2.32, 5.53], [0.96, 0.89, 4.56], [0.28, 0.47, 3.42], [-2.14, -0.55, 1.19], [-2.47, -1.84, 0.79], [-3.62, -2.45, 1.27], [-4.42, -1.75, 2.15], [-5.53, -2.32, 2.62], [-4.11, -0.46, 2.57], [-2.96, 0.13, 2.08], [-3.08, 4.64, -0.82], [-2.51, 2.71, 0.61], [0.55, 1.58, -2.19], [-0.04, 3.53, -3.60], [1.64, 2.61, 1.16], [2.86, 3.35, 3.19], [0.79, 0.43, 5.53], [-0.44, -0.33, 3.51], [-1.84, -2.39, 0.10], [-3.89, -3.46, 0.99], [-4.77, 0.04, 3.26], [-2.71, 1.13, 2.43]]
}


Number 1: E -3012.36511 Eh. Number 2: E -5486.43673 Eh.